1.
Formula: C15H13N4O2ReS4Sb
Source: the Open Molecules 2025 dataset
Level of theory: ωB97M-V with the def2-TZVPD basis set

Values from the calculation:
Total charge ... +3
Kohn-Sham gap ... 0.2124 Eh
Lowest unoccupied orbital energy ... -11.0933 eV
Energy relative to the best compared isomer or geometry (same formula, charge and spin) ... 59.5 kcal per mole

Atoms and positions in Å:
Re 0.714583 1.329087 0.761648
Sb 1.778643 -1.067339 8.985704
S 1.353337 3.255154 1.137194
S 3.752273 -1.737425 8.550465
S -0.176054 -0.367774 9.457062
S 0.792666 0.352977 2.607972
O 2.394550 0.600117 -0.151920
O -0.764248 1.927511 -2.996664
N -1.731277 -0.330898 -0.144475
N -0.532342 -0.545119 0.103335
N -1.287918 1.925878 0.482344
N 0.765608 1.286721 -1.382025
C -2.149170 0.989309 0.000590
C 2.613157 0.632211 -2.694906
C 1.977295 0.812508 -1.369163
C -0.959212 -2.859840 -0.565039
C -3.441836 1.285834 -0.376291
C 1.231310 -2.211472 0.269041
C -3.020651 3.558876 0.206636
C 1.484157 1.114859 -3.632335
C -0.502651 -4.149898 -0.730520
C 0.810848 -4.478030 -0.402314
C 0.316903 1.518512 -2.736257
C -0.086432 -1.884708 -0.061909
C -3.889541 2.594130 -0.281694
C -1.743243 3.198996 0.571250
C 1.673295 -3.510655 0.097364
H -4.895149 2.855056 -0.583893
H -1.059869 3.941234 0.953213
H 1.914295 -1.471573 0.656440
H -1.974483 -2.601725 -0.824935
H 2.692032 -3.769109 0.350696
H -1.169164 -4.906581 -1.120512
H -3.319587 4.592795 0.307269
H -4.062537 0.483952 -0.749852
H 1.161400 -5.492159 -0.540289
H 2.898441 -0.411277 -2.841378
H 1.771857 1.974523 -4.236791
H 1.141033 0.340227 -4.317309
H 3.527679 1.225113 -2.757751

Forces on atoms 1 to 6 (eV/Å):
-0.014 -0.032 0.074
0.065 -0.038 0.246
0.014 0.040 -0.026
0.052 -0.029 -0.015
-0.073 0.013 0.014
-0.059 0.087 -0.301

Löwdin atomic charge list, values in e, 4 entries:
1 Re 0.939
2 Sb 0.628
3 S 0.512
4 S 0.187

---

2.
Formula: CH2BrP
Source: the Open Molecules 2025 dataset
Level of theory: ωB97M-V with the def2-TZVPD basis set

Values from the calculation:
Total charge ... 0
Kohn-Sham gap (alpha / beta) ... 0.2780 / 0.2780 Eh
SMILES string ... C#[PH]Br
Lowest unoccupied orbital energy (alpha / beta) ... -2.0437 / -2.0481 eV
Energy relative to the best compared isomer or geometry (same formula, charge and spin) ... 71.8 kcal per mole

Atoms and positions in Å:
Br -1.953830 -1.814995 -0.577972
P -0.116633 -0.223575 -0.168456
C 0.830349 0.911137 0.545118
H 1.368314 0.748965 1.549440
H -0.128200 0.378468 -1.348131

Forces on the atoms, in the same order (eV/Å):
1.237 0.756 0.586
-0.120 0.768 0.703
0.737 -2.732 1.981
-1.062 0.900 -1.140
-0.793 0.308 -2.130

Löwdin atomic charge list, values in e, 4 entries:
1 Br -0.006
2 P 0.448
3 C -0.289
4 H -0.030

---

3.
Formula: C2H8NS
Source: the Open Molecules 2025 dataset
Level of theory: ωB97M-V with the def2-TZVPD basis set

Values from the calculation:
⟨S²⟩ ... 0.751
Total charge ... 0
Spin multiplicity ... 2
Kohn-Sham gap (alpha / beta) ... 0.1703 / 0.3793 Eh
Lowest unoccupied orbital energy (alpha / beta) ... 0.8473 / 0.5154 eV
Energy relative to the best compared isomer or geometry (same formula, charge and spin) ... 77.1 kcal per mole

Atoms and positions in Å:
S 1.303631 -0.446025 0.410202
N -1.370400 0.722531 0.797904
C -1.150243 0.336835 -0.732867
C 0.231095 -0.171095 -1.025392
H -1.527181 1.173141 -1.305747
H -0.479720 1.186008 0.919482
H 0.955722 -1.724130 0.537006
H -1.276822 -0.102250 1.623486
H 0.796873 0.767633 -1.559582
H -2.123709 -0.414373 -0.944930
H 0.247540 -0.964886 -1.762815
H -2.343113 1.163093 0.894086

Forces on atoms 1 to 6 (eV/Å):
0.291 -0.418 -0.457
-0.257 -1.982 -1.059
-4.652 -2.347 0.673
1.557 3.398 -1.594
0.726 0.495 -0.002
-0.246 1.688 1.057

Löwdin atomic charge list, values in e, 4 entries:
1 S 0.638
2 N -0.060
3 C -0.335
4 C -0.615

---

4.
Formula: C10H24BrN4O8PS2
Source: the Open Molecules 2025 dataset
Level of theory: ωB97M-V with the def2-TZVPD basis set

Values from the calculation:
Total charge ... 0
Kohn-Sham gap ... 0.3426 Eh
SMILES string ... CC[C@H](Br)[C@@H]1[C@H](S(C)(=O)=O)[C@@H]([PH2]=O)COS1(=O)=O.NC(N)=O.NC(N)=O
Lowest unoccupied orbital energy ... -0.2134 eV

Atoms and positions in Å:
Br -0.369822 -3.266930 0.246521
S 0.535748 -1.446156 -3.980058
S -2.737521 -0.567485 -3.422886
P 0.007589 1.224157 -0.224575
O 2.091267 -1.652505 -3.806736
O -4.122898 -0.594225 -2.662147
O -2.788168 -1.756839 -4.406375
O -1.146882 1.310874 0.856201
O 0.947095 -1.313669 3.344702
O 0.335334 0.208172 -4.366533
O 3.805661 2.755632 5.604713
O 0.085918 -2.444510 -5.056636
N 3.046497 3.028185 7.708416
N 3.673209 4.825731 6.484168
N 0.720817 0.880349 2.885068
N 2.421454 0.162735 4.194871
C -0.466551 -3.194864 -1.790246
C -3.210712 -3.473236 -1.552909
C -2.810207 0.986175 -4.489042
C 0.547555 1.035495 -3.135703
C -1.425948 -0.602473 -2.120774
C -0.208189 -1.675135 -2.276709
C -0.659715 0.883945 -2.024555
C -1.798356 -3.963476 -2.301256
C 3.526286 3.489702 6.539496
C 1.338172 -0.163535 3.467088
H 2.915522 -0.593716 4.649932
H -1.908433 -0.747716 -1.038759
H -2.813109 0.655634 -5.636073
H -1.683271 -5.103661 -1.962943
H 0.944843 0.156375 0.126945
H 2.810866 3.616825 8.489503
H -1.924402 -4.029863 -3.486332
H -0.099150 0.678402 2.328097
H 2.920818 2.027897 7.791928
H 2.758731 1.103836 4.307434
H 4.031762 5.214341 5.621716
H -3.992035 -3.203145 -2.398380
H -3.867562 1.518903 -4.335074
H 1.606620 0.743907 -2.691224
H 0.643598 -1.263130 -1.540892
H -3.043562 -2.610922 -0.779246
H 1.027696 1.834279 2.974283
H 0.623464 2.154684 -3.519046
H 0.766198 2.467585 -0.175160
H 0.470276 -3.845772 -2.142569
H -3.669651 -4.389849 -0.948488
H 3.448723 5.446472 7.243367
H -1.901637 1.709969 -4.368739
H -1.403934 1.782550 -2.224382

Forces on atoms 1 to 6 (eV/Å):
-0.037 0.478 -1.605
6.294 -4.681 -3.273
-7.862 -3.681 -1.351
-3.186 -0.222 2.678
-5.652 1.583 0.308
5.178 1.142 -1.690

Löwdin atomic charge list, values in e, 4 entries:
1 Br 0.679
2 S 0.836
3 S 0.776
4 P 0.804